Entry 1:
ORCA calculation (ωB97M-V/def2-TZVPD) on a cluster of 2 separate species, C2H3N2O2 in total at a distorted geometry.

## Properties
energy above the lowest of the compared OMol25 structures with the same formula, charge and spin: 4.6498 eV
multiplicity: 3
net charge: +1
orbital gap (spin up / spin down): 7.831 / 6.809 eV
<S²>: 2.016
calculated total energy: -337.40140 Eh

Element x y z (Å)
1 C -0.3989 0.9923 -0.4252
2 C -0.5806 -1.0837 0.1180
3 N 0.6550 1.4466 -0.1848
4 N -0.5102 -1.8150 1.0196
5 O -1.5748 1.3061 -0.7941
6 O 1.8594 0.9654 0.0764
7 H -1.5820 2.0837 -1.3826
8 H -0.3909 -2.5814 1.7072
9 H 2.6452 1.6850 0.0011

Forces on the atoms, in the same order (eV/Å):
C -6.469 -7.189 -0.212
C -0.448 -1.577 0.303
N 8.882 8.935 0.194
N 0.383 -0.638 0.633
O 0.894 0.507 -0.409
O 0.226 -0.686 0.157
H -0.349 0.834 0.170
H -0.242 1.127 -0.874
H -2.877 -1.313 0.038

Electronic structure analysis, Löwdin charges in units of e: C -0.285; C 0.033; N 0.106; N 0.163; O 0.236; O 0.176; H 0.176; H 0.137; H 0.258

***

Entry 2:
ORCA calculation (ωB97M-V/def2-TZVPD) on the ion C2H3N2O3 with charge -1 at a distorted geometry.

## Properties
energy above the lowest of the compared OMol25 structures with the same formula, charge and spin: 3.6383 eV
SMILES string: O=NN/C=C(\[O-])O
net charge: -1
orbital gap: 6.320 eV
calculated total energy: -413.18744 Eh

Element x y z (Å)
1 O 1.8214 -2.6974 2.1899
2 N 1.6337 -2.0900 1.0742
3 N 0.6799 -1.1367 1.0711
4 C 0.1256 -0.3093 0.0704
5 C 0.4989 0.0076 -1.2800
6 O 1.3300 -0.4907 -2.0541
7 O -0.3618 1.0758 -1.6299
8 H 0.0999 -0.8958 1.8938
9 H -0.5962 0.3140 0.4721
10 H -0.2243 1.0658 -2.5959

Forces on the atoms, in the same order (eV/Å):
O -0.736 1.328 -1.420
N -1.497 1.063 0.904
N 0.852 -1.168 0.596
C 1.946 -0.607 -2.652
C -0.180 -1.336 3.068
O -0.872 0.904 0.053
O 0.832 -0.377 -1.898
H 1.151 -1.189 0.282
H -1.240 0.968 0.758
H -0.257 0.415 0.309

Electronic structure analysis, Löwdin charges in units of e: O -0.259; N -0.138; N -0.051; C -0.129; C -0.591; O -0.043; O -0.041; H 0.128; H 0.040; H 0.084

***

Entry 3:
ORCA calculation (ωB97M-V/def2-TZVPD) on the molecule C2H3N2OP at a distorted geometry.

## Properties
energy above the lowest of the compared OMol25 structures with the same formula, charge and spin: 1.7688 eV
SMILES string: Pc1nnco1
net charge: 0
orbital gap: 10.320 eV
calculated total energy: -604.03678 Eh

Element x y z (Å)
1 P 1.0308 -0.8480 1.5897
2 C 0.1985 -0.0032 0.2000
3 N -0.6893 0.9404 0.1613
4 N -0.9942 1.1695 -1.1307
5 C -0.3132 0.3215 -1.8245
6 O 0.4643 -0.4839 -1.0741
7 H -0.0719 -1.5626 2.5098
8 H 0.7003 0.1729 2.5503
9 H -0.3253 0.2934 -2.9819

Forces on the atoms, in the same order (eV/Å):
P -1.254 -0.382 2.509
C -1.070 -0.689 -0.148
N 0.807 -0.283 1.384
N -0.157 -0.053 -1.243
C -0.185 0.291 -2.279
O -0.215 0.662 0.226
H 1.154 0.660 -2.216
H 0.676 0.116 -0.661
H 0.244 -0.322 2.429

Electronic structure analysis, Löwdin charges in units of e: P 0.816; C -0.663; N 0.025; N 0.026; C -0.209; O -0.008; H -0.043; H -0.110; H 0.165

***

Entry 4:
ORCA calculation (ωB97M-V/def2-TZVPD) on the molecule C2H3N2OP at a distorted geometry.

## Properties
energy above the lowest of the compared OMol25 structures with the same formula, charge and spin: 4.1462 eV
net charge: 0
orbital gap (spin up / spin down): 9.217 / 8.211 eV
calculated total energy: -603.94942 Eh

Element x y z (Å)
1 C 2.4657 0.4626 -0.3761
2 C 0.3469 -0.5788 -0.1729
3 N 3.0714 -0.5786 -0.2257
4 N 0.8232 -1.6542 0.0997
5 O 1.0023 0.6338 -0.3632
6 P -1.4029 -0.3316 -0.6030
7 H 2.7947 1.4446 -0.5853
8 H -1.6889 0.0256 0.6732
9 H -1.9650 -1.6377 -0.4627

Forces on the atoms, in the same order (eV/Å):
C -3.073 0.678 -0.046
C 0.091 2.105 -0.833
N 0.004 -1.344 0.362
N 1.676 -1.720 0.395
O 1.378 -1.118 0.186
P -0.994 -0.188 -1.222
H 0.930 0.905 -0.171
H -0.595 0.504 1.238
H 0.583 0.179 0.090

Electronic structure analysis, Löwdin charges in units of e: C -0.283; C -0.844; N 0.220; N 0.217; O -0.110; P 0.893; H 0.112; H -0.119; H -0.087